Entry from the Open Molecules 2025 dataset: C4H3PS in the gas phase (the ωB97M-V functional and the def2-TZVPD basis).

Properties
**Kohn-Sham gap (alpha / beta)**: 7.1 / 7.3 eV
**Expectation value of S²**: 2.01

Structure (ORCA input):
```
! RIJCOSX wB97M-V def2-TZVPD def2/J DEFGRID3
* xyz 0 3
C -0.231 -1.609 0.104
C -1.225 -0.947 0.126
C 1.833 -0.346 -0.147
C -1.414 1.674 0.174
P 1.522 -1.998 0.050
S -2.285 0.355 -0.101
H 2.901 0.048 -0.169
H 0.980 0.282 -0.107
H -2.080 2.541 0.070
*
```